[1]
{
  "formula": "H8O4",
  "method": "ωB97M-V/def2-TZVPD",
  "symbols": ["O", "O", "O", "O", "H", "H", "H", "H", "H", "H", "H", "H"],
  "positions_angstrom": [[-1.971658, -1.287320, 2.450028], [1.543959, -0.684231, 1.531049], [-0.296280, 0.648604, 0.035976], [1.103455, 1.212848, -3.205915], [1.512121, -1.488346, 1.005188], [-2.877831, -1.606973, 2.380790], [2.066022, 1.191123, -3.252509], [0.413033, 1.013919, -0.512814], [-1.048639, 1.230032, -0.121929], [0.819771, 0.400098, -3.639190], [0.719179, -0.207463, 1.302334], [-1.983133, -0.422289, 2.026990]],
  "forces_ev_per_a": [[-0.1, 0.0, 0.0], [-0.3, 0.3, -0.1], [-0.2, 0.4, -0.3], [0.1, -0.1, 0.1], [-0.1, 0.0, 0.1], [0.1, 0.0, 0.0], [-0.1, 0.0, 0.0], [-0.1, -0.1, 0.0], [0.1, 0.0, 0.0], [0.0, 0.1, 0.0], [0.6, -0.4, 0.1], [0.1, -0.1, 0.0]],
  "mulliken_charge": [-0.61, -0.65, -0.67, -0.64, 0.30, 0.31, 0.32, 0.32, 0.31, 0.32, 0.38, 0.31],
  "orbital_gap_ev": 11.034,
  "homo_ev": -10.580,
  "e_tot_ev": -8319.7224
}



[2]
{
  "formula": "H8O4",
  "method": "ωB97M-V/def2-TZVPD",
  "symbols": ["H", "O", "H", "H", "O", "H", "O", "H", "O", "H", "H", "H"],
  "positions_angstrom": [[-2.364500, -1.163083, 1.336667], [2.301500, 0.470917, 1.001667], [0.196500, 0.876917, 0.434667], [0.920500, 0.154917, -2.712333], [1.215500, -0.372083, -1.978333], [2.497500, -0.467083, 0.959667], [-0.605500, 0.491917, 0.078667], [-3.088500, -0.692083, 0.146667], [-3.219500, -0.823083, 1.050667], [2.799500, 0.844917, 0.279667], [-1.262500, 0.895917, 0.627667], [0.609500, -0.218083, -1.225333]],
  "forces_ev_per_a": [[-0.1, -0.1, 0.1], [-0.4, 0.1, 0.4], [0.8, -0.1, 0.2], [-0.4, 0.3, -0.2], [0.3, -0.4, 1.0], [0.0, -0.2, 0.0], [0.3, -0.1, -0.2], [0.1, 0.3, -2.4], [0.0, -0.3, 2.2], [0.3, 0.2, -0.4], [-1.0, 0.2, 0.4], [0.1, 0.0, -0.9]],
  "mulliken_charge": [0.33, -0.66, 0.33, 0.30, -0.65, 0.33, -0.71, 0.31, -0.65, 0.33, 0.33, 0.41],
  "orbital_gap_ev": 11.913,
  "homo_ev": -11.267,
  "e_tot_ev": -8319.9057
}



[3]
{
  "formula": "H8O4",
  "method": "ωB97M-V/def2-TZVPD",
  "symbols": ["H", "H", "H", "H", "O", "H", "H", "H", "O", "O", "O", "H"],
  "positions_angstrom": [[-2.953599, -1.182836, 0.915999], [3.239180, 1.349916, -1.212488], [-0.261564, -0.805639, 1.087350], [-0.149690, 0.905162, -0.726841], [0.492501, -0.524533, 0.551106], [0.887437, -1.349999, 0.248204], [2.163789, 0.928576, -0.211600], [-1.217075, 1.949941, -1.090919], [-0.393560, 1.561265, -1.399589], [2.898276, 1.542920, -0.333444], [-2.319562, -1.881142, 0.715028], [-2.386131, -2.493632, 1.457197]],
  "forces_ev_per_a": [[0.0, -0.1, -0.1], [-0.1, 0.1, 0.0], [-0.1, 0.0, -0.2], [-0.1, 0.1, -0.1], [0.1, 0.0, 0.1], [-0.1, 0.1, -0.1], [0.0, 0.1, 0.1], [0.1, 0.0, 0.0], [0.0, -0.1, 0.1], [0.1, -0.2, 0.0], [0.1, 0.1, 0.3], [-0.1, 0.0, -0.1]],
  "mulliken_charge": [0.33, 0.31, 0.30, 0.38, -0.67, 0.31, 0.30, 0.30, -0.63, -0.62, -0.65, 0.33],
  "orbital_gap_ev": 10.998,
  "homo_ev": -10.777,
  "e_tot_ev": -8319.8475
}



[4]
{
  "formula": "H8O4",
  "method": "ωB97M-V/def2-TZVPD",
  "symbols": ["O", "H", "H", "H", "H", "O", "O", "H", "H", "H", "H", "O"],
  "positions_angstrom": [[-0.536728, -0.199872, -0.146006], [1.725582, -2.061982, 0.325964], [-1.978578, 1.230248, 1.243964], [0.755172, 1.550698, -1.475236], [0.298122, -0.639723, 0.014594], [1.219002, -1.258792, 0.446334], [1.162762, 0.983087, -0.821086], [0.426532, 0.581378, -0.359756], [-0.932338, -0.691343, -0.865856], [-0.931448, 0.739968, 0.266704], [0.517142, -1.505713, 1.048534], [-1.725218, 1.272047, 0.321844]],
  "forces_ev_per_a": [[-1.4, -9.1, -2.2], [0.5, -0.1, -0.4], [-0.5, 0.4, 0.2], [0.0, 0.3, 0.0], [0.4, -0.8, -1.5], [3.5, -2.8, 2.3], [3.2, 2.1, -1.3], [1.1, 2.1, -1.2], [-0.6, 0.4, -0.2], [-1.3, 2.4, 1.2], [0.2, -0.7, 1.2], [-5.1, 5.9, 1.9]],
  "mulliken_charge": [-0.63, 0.31, 0.22, 0.28, 0.49, -0.57, -0.78, 0.44, 0.26, 0.41, 0.34, -0.77],
  "orbital_gap_ev": 9.237,
  "homo_ev": -9.258,
  "e_tot_ev": -8314.2648
}



[5]
{
  "formula": "H8OSi4",
  "method": "ωB97M-V/def2-TZVPD",
  "symbols": ["O", "Si", "H", "H", "H", "Si", "H", "Si", "H", "Si", "H", "H", "H"],
  "positions_angstrom": [[-1.047495, -0.092016, -0.567222], [-0.051226, 1.099338, -0.970130], [-0.257080, 1.329937, -2.409407], [0.772248, -0.403117, 1.443554], [-0.610136, 2.296585, -0.265683], [-2.180853, -0.741286, 0.191888], [-3.510317, -0.159179, -0.324646], [1.602194, 0.296097, 0.503393], [-1.946382, -0.692277, 1.617767], [3.274892, -0.660233, -0.863937], [-2.323953, -2.182693, 0.134019], [1.929446, 1.398819, 1.435384], [4.348657, -1.489973, 0.075017]],
  "forces_ev_per_a": [[2.4, 0.4, -2.7], [0.3, 1.4, 0.8], [0.6, 0.0, -0.2], [-0.6, -1.0, 0.3], [0.2, 0.1, -0.3], [-4.9, -1.8, 2.1], [0.7, -0.3, 0.6], [0.6, 0.9, -0.3], [-0.1, 0.7, 0.8], [1.5, -0.9, 0.3], [0.1, -0.7, -0.7], [0.6, 0.3, -0.3], [-1.3, 0.9, -0.5]],
  "mulliken_charge": [0.28, 0.17, -0.11, -0.14, -0.12, 0.16, -0.12, 0.25, -0.14, 0.07, -0.14, -0.10, -0.05],
  "orbital_gap_ev": 6.833,
  "homo_ev": -8.670,
  "e_tot_ev": -33684.9246
}



[6]
{
  "formula": "H9N3Si2",
  "method": "ωB97M-V/def2-TZVPD",
  "symbols": ["H", "H", "H", "N", "H", "H", "H", "N", "H", "Si", "H", "Si", "N", "H"],
  "positions_angstrom": [[1.544155, -1.378818, 1.699468], [-0.165999, 2.150223, -0.620328], [-2.252654, -0.684290, 0.476948], [1.421470, -0.937619, 0.812060], [0.961360, 1.169309, -1.457394], [-2.807694, -0.072282, -0.912712], [-0.270534, -0.802527, -2.088736], [-2.113071, -0.658880, -0.490828], [-0.231019, 0.728188, 1.858278], [-0.919938, -1.681747, -1.214238], [1.126551, -1.674646, 0.206008], [0.928603, 0.725647, 0.885046], [0.649688, 1.594018, -0.575310], [2.129084, 1.523423, 1.421737]],
  "forces_ev_per_a": [[0.2, 0.0, 0.7], [-0.8, 0.3, -0.5], [-0.5, -0.6, 1.5], [0.2, 0.5, -0.5], [-0.5, 0.6, 0.6], [0.3, 0.6, -0.3], [0.5, 1.6, -2.0], [0.3, 0.0, -1.4], [0.2, 0.5, -0.4], [-0.8, -1.7, 2.2], [-0.2, -0.1, -0.7], [1.0, 0.6, 0.9], [0.9, -1.5, -0.3], [-0.7, -0.8, 0.3]],
  "mulliken_charge": [0.21, 0.24, 0.25, -0.41, 0.26, 0.22, -0.11, -0.33, -0.11, -0.05, 0.20, 0.23, -0.44, -0.15],
  "orbital_gap_ev": 7.865,
  "homo_ev": -8.100,
  "e_tot_ev": -20371.0441
}



[7]
{
  "formula": "H9NO3",
  "method": "ωB97M-V/def2-TZVPD",
  "symbols": ["O", "H", "H", "H", "H", "H", "O", "H", "H", "N", "H", "H", "O"],
  "positions_angstrom": [[0.008638, -1.673309, -0.945895], [0.541816, -0.051682, -1.634153], [0.944514, 1.018928, 0.199854], [0.623567, 1.523541, -1.957069], [-0.972111, 0.302504, 1.472976], [-0.618225, -1.319315, -0.167212], [1.110692, 0.707314, -1.869461], [0.481688, -1.746025, -1.799699], [1.685486, 1.813506, 1.175490], [-1.304489, -0.668759, 1.302425], [-2.302271, -0.509371, 1.332378], [-1.015837, -1.145840, 2.131975], [0.816530, 1.748503, 0.758392]],
  "forces_ev_per_a": [[0.1, -0.4, 0.9], [-0.3, 0.7, 0.1], [0.2, -1.7, -1.8], [-0.5, 0.0, 0.0], [0.3, -0.7, -0.5], [1.0, 0.0, -1.7], [0.7, -0.4, -0.1], [-1.3, 0.3, 1.2], [-0.2, 0.3, 0.1], [0.3, 1.8, -0.6], [-0.3, -0.6, 0.0], [-0.1, -0.6, 0.5], [0.0, 1.4, 1.8]],
  "mulliken_charge": [-0.88, 0.40, 0.32, 0.34, 0.28, 0.52, -0.67, 0.32, 0.31, -0.81, 0.25, 0.24, -0.63],
  "orbital_gap_ev": 11.425,
  "homo_ev": -10.707,
  "e_tot_ev": -7777.8613
}



[8]
{
  "formula": "H9O4",
  "method": "ωB97M-V/def2-TZVPD",
  "symbols": ["H", "O", "H", "H", "H", "O", "H", "H", "H", "O", "H", "O", "H"],
  "positions_angstrom": [[-1.022069, 3.684094, -2.437207], [0.705417, -0.142497, 0.613319], [-0.236318, 2.744958, -0.590589], [0.459269, 3.305384, -2.460710], [0.286652, 1.275479, 0.481037], [-0.665523, -5.785019, 1.608775], [0.276155, -0.851808, 0.142548], [-0.296344, 2.867053, 1.026269], [-0.493976, -5.815095, 0.667980], [-0.320954, 3.343685, -1.875144], [-0.377195, -6.649733, 1.841511], [0.021968, 2.292985, 0.338641], [1.662920, -0.269485, 0.643571]],
  "forces_ev_per_a": [[-0.4, 0.0, 0.2], [0.2, 1.3, 0.4], [0.4, -0.8, 0.2], [-0.3, 0.0, 0.5], [-0.3, 0.2, 0.0], [-0.1, 0.8, -0.4], [0.0, -0.5, -0.3], [-0.1, -0.1, 1.1], [-0.1, 0.4, -0.5], [0.7, 0.1, -0.7], [0.3, -1.2, 0.9], [0.0, 0.1, -1.3], [-0.2, -0.3, -0.1]],
  "mulliken_charge": [0.35, -0.65, 0.47, 0.34, 0.47, -0.63, 0.35, 0.38, 0.31, -0.61, 0.32, -0.46, 0.36],
  "orbital_gap_ev": 10.071,
  "homo_ev": -13.562,
  "charge": 1,
  "e_tot_ev": -8329.1271
}



[9]
{
  "formula": "H9O4",
  "method": "ωB97M-V/def2-TZVPD",
  "symbols": ["H", "O", "O", "O", "H", "H", "H", "H", "H", "H", "O", "H", "H"],
  "positions_angstrom": [[-1.251952, -2.126718, -0.607943], [-1.882683, 1.335645, -1.202689], [1.920173, -0.021508, 1.787244], [0.384539, 0.449429, -0.225867], [-2.119371, 1.773699, -2.027802], [-0.267590, 1.101407, -0.575580], [0.917176, 0.275830, 0.591402], [0.023331, -0.525546, -0.541013], [2.825214, -0.317090, 1.726474], [-2.316915, 1.936481, -0.580053], [-0.316045, -1.869109, -0.654617], [0.218771, -2.546215, -0.245684], [1.865350, 0.533694, 2.556122]],
  "forces_ev_per_a": [[0.4, 0.0, 0.0], [-0.1, 0.7, 0.3], [-0.6, -0.3, -0.5], [-0.5, -2.2, -1.9], [0.2, -0.3, -0.5], [-0.1, 0.5, 0.7], [0.3, 1.1, 0.8], [0.5, 0.8, 0.6], [0.5, -0.1, -0.1], [0.0, -0.3, 0.3], [-0.8, 0.1, -0.4], [0.2, -0.4, 0.2], [0.0, 0.4, 0.6]],
  "mulliken_charge": [0.35, -0.70, -0.65, -0.48, 0.34, 0.49, 0.47, 0.46, 0.32, 0.35, -0.61, 0.35, 0.33],
  "orbital_gap_ev": 13.483,
  "homo_ev": -16.655,
  "charge": 1,
  "e_tot_ev": -8329.5818
}



[10]
{
  "formula": "H9O4S",
  "method": "ωB97M-V/def2-TZVPD",
  "symbols": ["H", "O", "S", "O", "H", "O", "H", "H", "O", "H", "H", "H", "H", "H"],
  "positions_angstrom": [[1.651470, 1.402622, 0.536934], [0.850481, 0.165229, -2.061378], [-0.689753, 0.186109, 0.771405], [-3.897953, -0.169159, -0.217012], [-0.708703, -0.067649, 2.049267], [2.492381, 1.632319, 0.103195], [0.804357, -0.794268, -2.143600], [-3.090459, 0.258992, -0.530219], [1.741800, -1.908215, 0.650101], [0.414475, 0.277776, -1.190301], [2.236231, 1.520881, -0.822837], [2.401181, -1.207644, 0.742699], [-3.533164, -0.548810, 0.592879], [0.940177, -1.335455, 0.531972]],
  "forces_ev_per_a": [[0.0, 0.0, 0.2], [-0.3, -0.1, 0.3], [-0.2, 0.4, -1.1], [0.1, 0.0, 0.1], [0.1, -0.2, 1.0], [-0.3, 0.0, -0.1], [0.2, 0.0, -0.1], [0.0, 0.1, -0.1], [-0.1, 0.6, -0.2], [0.1, 0.1, -0.2], [0.2, -0.1, 0.0], [0.2, -0.2, 0.0], [-0.1, -0.1, 0.0], [0.0, -0.5, 0.3]],
  "mulliken_charge": [0.31, -0.66, -0.85, -0.64, 0.03, -0.65, 0.34, 0.30, -0.65, 0.18, 0.36, 0.36, 0.31, 0.25],
  "orbital_gap_ev": 8.277,
  "homo_ev": -4.382,
  "charge": -1,
  "e_tot_ev": -19173.7050
}



Values of LUMO level, in order: 0.01669; 0.02371; 0.00812; -0.00077; -0.06752; -0.00862; 0.02638; -0.12828; -0.11656; 0.14314, all in Eh.